(1)
The following is a quantum chemistry calculation of a molecular structure, C30H60FeO16S7 at a distorted geometry, from the OMol25 dataset.

Geometry as ORCA input:
```
! RIJCOSX wB97M-V def2-TZVPD def2/J DEFGRID3
* xyz 1 6
Fe -1.10663 -0.37501 -0.88051
O -2.49427 0.70109 -1.43697
C -2.87272 0.31447 -2.71878
C -2.87293 -1.21476 -2.88965
O -1.78264 -1.65569 -2.00796
H -2.16142 0.56264 -3.60302
H -3.82048 0.67753 -3.05506
H -2.70511 -1.44902 -3.96007
H -3.79949 -1.71188 -2.59190
C 1.83694 2.56573 -4.99485
C 0.74588 1.70456 -5.54563
C 0.88419 0.33118 -4.90138
S 1.40998 0.59888 -3.22739
O 2.39898 -0.34530 -2.73283
O 0.21467 0.70553 -2.41071
C 2.13967 2.25289 -3.49393
H 1.56514 3.60618 -5.14631
H 2.82266 2.42744 -5.42647
H 0.66411 1.73850 -6.64722
H -0.23074 2.01966 -5.16072
H 1.68625 -0.34233 -5.28304
H 0.03908 -0.29071 -4.80049
H 3.20677 2.07763 -3.38978
H 1.71732 2.91883 -2.79983
C -1.31571 3.47427 2.51494
C -2.27558 4.01584 1.51846
C -2.18377 3.23315 0.19838
S -0.44186 2.70616 0.11790
O 0.32305 3.32799 -0.94569
O -0.39871 1.24371 0.22658
C 0.05220 3.33948 1.76414
H -1.62273 2.44239 2.79546
H -1.27983 4.04473 3.46917
H -1.94133 4.98469 1.17663
H -3.26584 4.13646 1.91853
H -2.30075 3.85987 -0.70983
H -2.74390 2.31270 0.25142
H 0.60598 4.26279 1.63263
H 0.67229 2.62626 2.23717
C 0.57380 -3.02531 4.89879
C 0.64223 -1.99174 6.13835
C 0.49479 -0.57621 5.57754
S -0.26334 -0.72625 3.91432
O 0.71329 -0.18863 3.02262
O -1.61700 -0.26728 3.85124
C -0.34773 -2.49409 3.79587
H 0.40140 -4.01084 5.23318
H 1.52988 -3.02962 4.37668
H 1.58937 -2.10263 6.62606
H -0.24647 -2.08929 6.78602
H 1.42196 -0.05420 5.30090
H -0.14408 0.08766 6.18957
H -0.10669 -2.83759 2.81318
H -1.38386 -2.78719 3.98088
C -5.76700 -1.31838 0.79556
C -5.56020 -1.65576 2.27070
C -4.18204 -1.20094 2.68345
S -3.11510 -1.71457 1.36204
O -2.80228 -3.08197 1.62895
O -2.00249 -0.81452 1.09308
C -4.37708 -1.46723 0.12010
H -6.29125 -0.35848 0.64427
H -6.42053 -2.00018 0.25718
H -5.66719 -2.71911 2.37743
H -6.22228 -1.17425 2.99995
H -3.88719 -1.68284 3.61784
H -4.13501 -0.09874 2.68312
H -4.21835 -2.36610 -0.56589
H -4.16536 -0.59739 -0.49668
C -0.65150 -4.83421 -0.95331
C -0.55695 -5.45682 -2.33238
C -1.79998 -4.96464 -3.08856
S -3.10511 -5.19515 -1.82331
O -3.71466 -6.47894 -2.08578
O -3.92905 -4.01601 -1.74356
C -2.01270 -5.27666 -0.36676
H -0.67020 -3.74593 -1.12297
H 0.19890 -5.14988 -0.30334
H -0.54310 -6.52764 -2.17200
H 0.33651 -5.14593 -2.83779
H -2.14119 -5.49036 -4.03534
H -1.67932 -3.95842 -3.29903
H -2.02872 -6.41968 -0.12824
H -2.38592 -4.55265 0.30712
C 4.93003 6.72376 0.25900
C 3.60446 6.47389 -0.61100
C 3.45252 4.98297 -0.80060
S 3.91533 4.26621 0.79065
O 4.59855 2.99741 0.47630
O 2.79269 4.36033 1.76859
C 5.18387 5.46818 1.12911
H 4.83959 7.66976 0.84202
H 5.82766 6.77123 -0.35363
H 3.77203 7.02073 -1.51436
H 2.71260 6.85023 -0.06771
H 4.18448 4.48967 -1.47506
H 2.39755 4.72010 -1.08320
H 6.17926 4.95466 1.04275
H 5.12512 5.70953 2.17500
C 4.19594 -1.22769 0.70079
C 4.24472 -2.07455 -0.62776
C 2.92450 -2.82188 -0.80991
S 1.79628 -2.00329 0.31815
O 1.55774 -2.74866 1.55007
O 0.64405 -1.51560 -0.43383
C 2.77219 -0.54767 0.68087
H 4.97159 -0.45370 0.71709
H 4.26174 -1.91754 1.54533
H 5.19281 -2.68914 -0.61931
H 4.30329 -1.29371 -1.46878
H 3.11196 -3.87976 -0.62065
H 2.46821 -2.60738 -1.76185
H 2.24188 -0.04100 1.41407
H 2.66743 0.09101 -0.21457
*
```

Properties
HOMO-LUMO gap (alpha / beta) = 9.8 / 8.8 eV

These are the Löwdin partial charges, in e, on atoms 1 to 4: Fe 0.991; O -0.300; C -0.307; C -0.227

=====

(2)
The following is a quantum chemistry calculation of a single C2HN3O3 molecule at a distorted geometry, from the OMol25 dataset.

Geometry as ORCA input:
```
! RIJCOSX wB97M-V def2-TZVPD def2/J DEFGRID3
* xyz 0 1
O 1.88988 1.44783 0.48777
C 0.79335 0.93268 0.20664
N -0.52945 1.50078 -0.21389
N -1.53405 0.80509 -0.22612
N -1.47014 -0.55409 0.20026
O -0.18608 -1.35618 0.68860
C 0.97491 -0.60438 -0.01193
O 2.00214 -1.07402 -0.53923
H -1.94057 -1.09771 -0.59209
*
```

Properties
HOMO-LUMO gap = 8.6 eV
SMILES = O=c1nn[nH]oc1=O
Relative energy (zero: lowest compared OMol25 entry of this formula, charge and spin) = 695.4 kJ/mol

These are the Löwdin partial charges, in e, on atoms 1 to 4: O 0.135; C -0.253; N 0.075; N 0.014

=====

(3)
The following is a quantum chemistry calculation of 2 unconnected molecules or ions with the total composition C4H12O2S at a distorted geometry, from the OMol25 dataset.

Geometry as ORCA input:
```
! RIJCOSX wB97M-V def2-TZVPD def2/J DEFGRID3
* xyz 0 1
O 1.16673 -1.26680 0.20172
C 1.58731 -0.38901 -0.85912
C 1.40414 1.04866 -0.38827
C -0.04977 1.50455 -0.37283
C -1.07413 0.71678 0.45805
S -2.24476 1.84830 1.31803
H 0.91906 -2.09504 -0.22967
H 0.97442 -0.57623 -1.75147
H 2.62952 -0.60881 -1.08249
H 1.90452 1.08746 0.56431
H 1.95299 1.71454 -1.05258
H -0.05726 2.53389 -0.04706
H -0.43112 1.52196 -1.40036
H -0.59298 0.09308 1.18982
H -1.66717 0.07645 -0.17257
H -2.90323 2.14065 0.18743
O 0.94559 -4.61396 -0.98120
H 0.97096 -5.11433 -1.80398
H 1.84830 -4.27142 -0.89052
*
```

Properties
HOMO-LUMO gap = 9.3 eV
SMILES = OCCCCS.O
Relative energy (zero: lowest compared OMol25 entry of this formula, charge and spin) = 29.1 kJ/mol

These are the Löwdin partial charges, in e, on atoms 1 to 4: O -0.083; C -0.255; C -0.193; C -0.279

=====

(4)
The following is a quantum chemistry calculation of a single C5H14N2 molecule at a distorted geometry, from the OMol25 dataset.

Geometry as ORCA input:
```
! RIJCOSX wB97M-V def2-TZVPD def2/J DEFGRID3
* xyz 0 1
C -1.14849 -1.99884 0.00718
C -1.48309 -1.03486 -1.14091
N -0.36203 -0.30252 -1.77883
C 0.56098 0.41021 -0.88786
C -0.18048 1.30283 0.14959
N 0.41476 1.30164 1.50916
C 1.85478 1.28979 1.61933
H -1.94132 -2.01921 0.75038
H -0.96671 -3.00182 -0.35935
H -0.36243 -1.52357 0.60983
H -1.96123 -1.59020 -1.95231
H -2.23295 -0.27084 -0.92049
H -0.01313 -0.93473 -2.48058
H 1.22842 -0.32964 -0.43045
H 1.11355 1.08998 -1.53902
H -1.23449 1.06695 0.20353
H -0.07791 2.31712 -0.24199
H -0.01655 0.45631 1.86447
H 2.37297 2.03772 1.02576
H 2.35677 0.34993 1.31248
H 2.07859 1.38374 2.68009
*
```

Properties
HOMO-LUMO gap = 9.5 eV
SMILES = CCNCCNC
Relative energy (zero: lowest compared OMol25 entry of this formula, charge and spin) = 166.5 kJ/mol

These are the Löwdin partial charges, in e, on atoms 1 to 4: C -0.079; C -0.291; N -0.099; C -0.226

=====

(5)
The following is a quantum chemistry calculation of a single C3H7NO2 molecule, from the OMol25 dataset.

Geometry as ORCA input:
```
! RIJCOSX wB97M-V def2-TZVPD def2/J DEFGRID3
* xyz 0 1
N -1.09730 -1.08094 -0.78005
C -0.91966 0.26350 -0.95230
O -1.38956 0.85501 -1.90843
C -0.09533 0.99495 0.10127
C 1.15140 0.28303 0.60258
O 0.75297 -0.80097 1.43817
H -0.90587 -1.51550 0.11029
H -1.75526 -1.51448 -1.41207
H -0.73153 1.20101 0.97167
H 0.16913 1.95583 -0.34666
H 1.76555 -0.06524 -0.23836
H 1.76107 0.99157 1.18168
H 1.29439 -1.56777 1.23223
*
```

Properties
HOMO-LUMO gap = 10.4 eV
SMILES = NC(=O)CCO
Relative energy (zero: lowest compared OMol25 entry of this formula, charge and spin) = 53.9 kJ/mol

These are the Löwdin partial charges, in e, on atoms 1 to 4: N 0.160; C -0.541; O 0.040; C -0.100

=====

(6)
The following is a quantum chemistry calculation of a single C8H10N2OS molecule at a distorted geometry, from the OMol25 dataset.

Geometry as ORCA input:
```
! RIJCOSX wB97M-V def2-TZVPD def2/J DEFGRID3
* xyz 0 1
C 0.73600 -1.77452 -0.21815
C -1.04419 -0.73370 1.05198
C 0.16526 -2.97922 0.10331
C -1.68432 -1.99902 1.26984
C 0.10164 -0.60439 0.26878
C -1.05310 -3.21564 0.87482
C -0.27745 1.39816 -0.79471
C 2.17226 2.97273 -0.61130
N -0.10819 4.46587 -0.72992
N 0.53223 0.71086 -0.13405
O -1.44833 -4.46812 1.12105
S 0.54009 3.19141 -1.43422
H 1.60685 -1.83241 -0.80354
H -1.56829 0.20831 1.44589
H 0.80703 -3.91691 -0.21627
H -2.64862 -1.88226 1.73980
H -1.28449 1.29030 -1.28985
H 2.69833 2.44336 -1.35478
H 2.02576 2.25661 0.18027
H 2.74343 3.94597 -0.39580
H -0.57875 4.98371 -1.45495
H -2.43313 -4.46109 1.38182
*
```

Properties
HOMO-LUMO gap = 8.7 eV
Relative energy (zero: lowest compared OMol25 entry of this formula, charge and spin) = 364.7 kJ/mol

These are the Löwdin partial charges, in e, on atoms 1 to 4: C -0.040; C -0.046; C -0.029; C -0.019

=====

(7)
The following is a quantum chemistry calculation of a single C2H2N4O2 molecule at a distorted geometry, from the OMol25 dataset.

Geometry as ORCA input:
```
! RIJCOSX wB97M-V def2-TZVPD def2/J DEFGRID3
* xyz 0 1
O -2.07404 -1.09172 0.13715
C -1.33046 -0.08489 -0.15468
O -1.83525 1.10534 0.03877
N 0.08898 -0.09595 -0.18196
C 0.79341 0.96362 -0.07372
N 2.13212 0.74840 0.18927
N 2.11213 -0.62675 0.07440
N 0.93853 -1.19528 -0.09480
H -2.89216 0.74182 0.37124
H 0.48649 2.06388 -0.31663
*
```

Properties
HOMO-LUMO gap = 10.7 eV
SMILES = O=C(O)n1cnnn1
Relative energy (zero: lowest compared OMol25 entry of this formula, charge and spin) = 414.8 kJ/mol

These are the Löwdin partial charges, in e, on atoms 1 to 4: O 0.047; C -0.476; O 0.070; N -0.041

=====

(8)
The following is a quantum chemistry calculation of a single C4H5NO molecule at a distorted geometry, from the OMol25 dataset.

Geometry as ORCA input:
```
! RIJCOSX wB97M-V def2-TZVPD def2/J DEFGRID3
* xyz 0 1
C 1.40015 -0.14597 0.11819
C -0.06478 -0.00928 -0.13674
C -0.80211 1.21782 0.02814
O -1.97332 1.20775 0.43475
C -1.18607 -1.19036 -0.13127
N -0.60345 -0.98880 -1.18590
H 1.71958 0.58635 0.86513
H 1.66061 -1.13856 0.50050
H 1.97314 0.03036 -0.79811
H -0.28368 2.14944 -0.24458
H -1.84007 -1.71875 0.54990
*
```

Properties
HOMO-LUMO gap = 9.8 eV
SMILES = C[C@]1(C=O)C=N1
Relative energy (zero: lowest compared OMol25 entry of this formula, charge and spin) = 298.0 kJ/mol

These are the Löwdin partial charges, in e, on atoms 1 to 4: C -0.053; C -0.392; C -0.226; O 0.021

=====

(9)
The following is a quantum chemistry calculation of 2 unconnected molecules or ions with the total composition C2H8S2 at a distorted geometry, from the OMol25 dataset.

Geometry as ORCA input:
```
! RIJCOSX wB97M-V def2-TZVPD def2/J DEFGRID3
* xyz 0 1
C -0.25927 0.05866 1.01825
C -0.93322 -1.24194 1.41536
S -0.30058 -1.85277 3.02228
H 0.82387 0.05614 1.03811
H -0.69914 0.79772 1.69317
H -0.62404 0.36489 0.03731
H -2.02073 -1.27092 1.40631
H -0.71063 -2.00189 0.65859
H -1.36861 -2.57964 3.37810
S 2.05017 2.93458 -4.30702
H 2.01372 1.73127 -3.71325
H 2.02845 3.00388 -5.64721
*
```

Properties
HOMO-LUMO gap = 9.6 eV
SMILES = CCS.S
Relative energy (zero: lowest compared OMol25 entry of this formula, charge and spin) = 83.7 kJ/mol

These are the Löwdin partial charges, in e, on atoms 1 to 4: C -0.187; C -0.636; S 0.663; H 0.068

=====

(10)
The following is a quantum chemistry calculation of a single C8H12ClNOSi molecule at a distorted geometry, from the OMol25 dataset.

Geometry as ORCA input:
```
! RIJCOSX wB97M-V def2-TZVPD def2/J DEFGRID3
* xyz 0 1
C 1.72103 -2.44244 -0.10258
C 2.91708 -1.94681 0.18645
C -0.63116 -1.16401 -0.13014
C 2.70528 0.49896 0.02924
C 0.44814 -1.90136 -0.01858
C -1.73761 1.24138 -1.78304
C -0.19977 1.72515 0.76110
C -3.28149 0.31081 0.63438
N 3.28794 -0.64161 0.51513
O -0.86208 -2.50203 -0.44684
Si -1.46214 0.55367 -0.02128
Cl 3.55408 1.79714 0.71212
H 1.77851 -3.52428 -0.44823
H 3.88878 -2.61362 0.05584
H -0.73700 1.61677 -2.18719
H -2.26212 0.58289 -2.28272
H -2.25915 2.23829 -1.74208
H 0.85240 1.31369 0.42671
H -0.45544 2.80070 0.40375
H -0.19132 1.92869 1.91070
H -3.89128 -0.51957 0.25735
H -3.34375 0.01686 1.70727
H -3.92119 1.25866 0.29246
H 4.08227 -0.62794 1.27019
*
```

Properties
HOMO-LUMO gap (alpha / beta) = 7.0 / 7.0 eV
Relative energy (zero: lowest compared OMol25 entry of this formula, charge and spin) = 652.8 kJ/mol

These are the Löwdin partial charges, in e, on atoms 1 to 4: C -0.074; C -0.174; C -0.179; C -0.528

=====

(11)
The following is a quantum chemistry calculation of a molecular structure, C23H19BaN8O2S, from the OMol25 dataset.

Geometry as ORCA input:
```
! RIJCOSX wB97M-V def2-TZVPD def2/J DEFGRID3
* xyz 1 1
Ba 0.57922 0.39671 -0.61836
N 3.75688 -1.29696 0.53856
C 4.24411 -0.09916 0.11688
N 5.54132 -0.02691 -0.12210
C 5.96694 1.16670 -0.54500
N 7.26312 1.30706 -0.81933
N 5.18250 2.25487 -0.69439
C 3.90718 2.05963 -0.44884
N 3.35209 0.89851 -0.06516
C 3.00921 3.23883 -0.60554
C 3.53740 4.51924 -0.63949
C 2.66564 5.59226 -0.74747
C 1.30584 5.34879 -0.82302
C 0.86779 4.03419 -0.79257
N 1.69808 2.99661 -0.68806
H 4.45430 -1.97963 0.79049
H 2.92310 -1.30030 1.10249
H 7.88307 0.52554 -0.70212
H 7.61351 2.19836 -1.12099
H 4.60623 4.65499 -0.57726
H 3.04631 6.60447 -0.76719
H 0.59047 6.15470 -0.90196
H -0.19112 3.80226 -0.84117
O -2.56180 0.34287 -1.31869
S -2.33853 0.42250 0.11938
O -1.52678 1.59307 0.50655
N -1.49644 -0.79481 0.65382
C -1.86625 -2.10557 0.30792
C -3.10493 -2.65150 0.54860
C -3.40050 -3.99092 0.22662
C -2.45628 -4.80593 -0.32067
C -1.16639 -4.29351 -0.58477
C -0.14743 -5.08593 -1.15649
C 1.07770 -4.54126 -1.41724
C 1.27912 -3.18705 -1.10934
N 0.36274 -2.41043 -0.57176
C -0.86603 -2.94325 -0.28849
C -3.90432 0.57472 0.90971
C -3.94690 0.59459 2.29834
C -5.17460 0.70207 2.92757
C -6.33856 0.78394 2.17038
C -6.28051 0.76028 0.78481
C -5.05468 0.65409 0.14201
H -3.86772 -2.04231 1.01425
H -4.39205 -4.37175 0.43276
H -2.67375 -5.83893 -0.55883
H -0.35468 -6.12419 -1.38522
H 1.87735 -5.12085 -1.85558
H 2.24348 -2.72898 -1.31196
H -3.02964 0.52143 2.86848
H -5.22717 0.72047 4.00770
H -7.29666 0.86526 2.66639
H -7.18921 0.82358 0.20170
H -4.98176 0.62753 -0.93639
*
```

Properties
HOMO-LUMO gap = 7.4 eV
Relative energy (zero: lowest compared OMol25 entry of this formula, charge and spin) = 0.0 kJ/mol

These are the Löwdin partial charges, in e, on atoms 1 to 4: Ba 1.952; N 0.160; C -0.457; N 0.183

=====

(12)
The following is a quantum chemistry calculation of 2 unconnected molecules or ions with the total composition H2 at a distorted geometry, from the OMol25 dataset.

Geometry as ORCA input:
```
! RIJCOSX wB97M-V def2-TZVPD def2/J DEFGRID3
* xyz 0 1
H 0.00000 0.00000 1.02845
H 0.00000 0.00000 -1.02845
*
```

Properties
HOMO-LUMO gap = 7.9 eV
Relative energy (zero: lowest compared OMol25 entry of this formula, charge and spin) = 500.4 kJ/mol

Here is what Löwdin gives for the atomic charges, in e: H 0.000; H 0.000

=====

Calculated E_tot (eV), listed in the same order as above: -175068.34730, -12696.91391, -19272.40475, -8390.89335, -8809.97047, -24317.08415, -12158.44833, -7763.43826, -23873.27990, -32421.54986, -51703.73385, -26.40284